CH4O2S2 in the gas phase in a non-equilibrium geometry. Source: the Open Molecules 2025 dataset; level of theory: ωB97M-V/def2-TZVPD.

Last column: Löwdin charge in e.
Positions of all 9 atoms, in Å:
C: 0.460 0.394 -0.302  -0.436
O: -3.486 0.361 0.836  -0.395
O: -2.804 -1.113 -1.016  -0.382
S: -1.099 1.308 -0.493  0.653
S: -2.452 -0.225 0.049  0.396
H: 0.408 -0.218 0.597  0.022
H: 1.248 1.134 -0.204  0.034
H: 0.633 -0.223 -1.180  0.038
H: -1.637 -0.973 0.931  0.069

- SMILES string = CS[SH](=O)=O
- lowest unoccupied orbital energy (eV) = 0.2
- total energy (eV) = -26865.964
- spin multiplicity = 1
- maximum force (eV/A) = 1.43



A molecular structure, C17H4CaCl5F5INOS in a non-equilibrium geometry. Source: the Open Molecules 2025 dataset; level of theory: ωB97M-V/def2-TZVPD.

Last column: Löwdin charge in e.
Positions of all 36 atoms, in Å:
Ca: 0.458 -0.173 -1.048  1.070
Cl: -5.969 -2.480 -1.913  0.678
C: -4.539 -1.527 -1.862  -0.712
C: -3.330 -2.053 -2.300  -0.704
Cl: -3.250 -3.676 -2.857  0.700
C: -2.185 -1.266 -2.288  -0.631
Cl: -0.685 -1.916 -2.857  0.668
C: -2.184 0.061 -1.810  -0.547
O: -1.105 0.782 -1.757  -0.453
C: -3.429 0.556 -1.362  -0.611
Cl: -3.441 2.164 -0.756  0.722
C: -4.580 -0.212 -1.388  -0.698
Cl: -6.064 0.446 -0.834  0.697
I: 1.214 1.521 -4.030  1.000
C: 1.985 2.497 -2.334  -0.752
C: 2.490 3.779 -2.470  -0.119
C: 3.033 4.383 -1.348  -0.043
C: 3.053 3.688 -0.149  -0.039
C: 2.517 2.414 -0.115  -0.114
N: 1.983 1.821 -1.191  -0.085
H: 2.459 4.281 -3.426  0.098
H: 3.439 5.384 -1.411  0.118
H: 3.474 4.125 0.745  0.114
H: 2.508 1.845 0.806  0.105
F: 2.621 -2.607 5.375  0.122
C: 1.843 -2.409 4.311  -0.148
C: 0.770 -3.250 4.052  -0.144
F: 0.516 -4.257 4.888  0.125
C: -0.023 -3.051 2.939  -0.246
F: -1.033 -3.889 2.724  0.090
C: 0.201 -2.002 2.035  -0.575
S: -0.805 -1.765 0.648  0.596
C: 1.277 -1.182 2.347  -0.232
F: 1.562 -0.129 1.529  -0.004
C: 2.096 -1.365 3.443  -0.153
F: 3.123 -0.536 3.659  0.111

- lowest unoccupied orbital energy (eV) = -0.6
- total energy (eV) = -134807.612
- spin multiplicity = 1
- maximum force (eV/A) = 2.85



A molecular structure, C6H24CdN14O12Tl in a non-equilibrium geometry. Source: the Open Molecules 2025 dataset; level of theory: ωB97M-V/def2-TZVPD.

Last column: Löwdin charge in e.
Positions of all 58 atoms, in Å:
Cd: -3.875 21.209 1.322  1.401
Tl: -1.195 24.467 8.823  0.963
N: 0.081 23.431 3.240  -0.620
O: 1.068 23.906 2.659  0.221
O: -0.860 22.997 2.622  0.122
O: 0.015 23.370 4.427  0.186
N: -5.562 23.255 5.145  -0.596
O: -4.779 23.815 5.908  0.142
O: -5.152 22.605 4.179  0.029
O: -6.778 23.328 5.377  0.125
C: -5.367 28.409 8.439  -0.835
O: -4.293 27.916 8.419  0.123
N: -5.558 29.588 8.838  0.206
N: -6.438 27.783 8.078  0.203
H: -4.746 30.189 8.821  0.144
H: -6.392 30.048 8.501  0.133
H: -7.388 28.108 8.190  0.130
H: -6.256 26.922 7.582  0.124
C: -4.162 19.002 8.114  -0.835
O: -3.516 19.958 7.978  0.108
N: -4.325 18.093 7.173  0.183
N: -4.717 18.747 9.252  0.196
H: -4.969 17.334 7.339  0.119
H: -4.011 18.377 6.256  0.117
H: -4.529 19.454 9.949  0.132
H: -5.346 17.966 9.372  0.127
C: -8.092 19.763 0.724  -0.807
O: -6.999 20.195 0.543  -0.011
N: -9.001 20.522 1.253  0.171
N: -8.632 18.639 0.363  0.195
H: -8.702 21.458 1.486  0.121
H: -9.959 20.285 1.470  0.128
H: -9.641 18.600 0.352  0.127
H: -8.185 18.028 -0.305  0.135
C: -5.485 25.536 -0.517  -0.742
O: -4.945 24.451 -0.233  -0.015
N: -6.545 25.985 0.075  0.190
N: -5.051 26.290 -1.485  0.195
H: -6.932 25.341 0.751  0.125
H: -7.024 26.809 -0.258  0.134
H: -4.432 25.852 -2.153  0.136
H: -5.307 27.264 -1.558  0.133
C: -6.521 23.482 11.107  -0.814
O: -5.445 23.698 10.697  0.090
N: -7.046 23.461 12.315  0.187
N: -7.420 23.093 10.278  0.190
H: -6.383 23.608 13.062  0.130
H: -7.997 23.212 12.547  0.124
H: -7.201 22.932 9.305  0.130
H: -8.341 22.927 10.658  0.121
C: -10.908 26.843 5.103  -0.760
O: -10.129 27.247 4.208  0.085
N: -11.937 27.446 5.496  0.214
N: -10.636 25.804 5.801  0.194
H: -12.262 28.182 4.885  0.153
H: -12.475 27.014 6.234  0.140
H: -9.775 25.286 5.694  0.128
H: -11.132 25.678 6.672  0.127

- lowest unoccupied orbital energy (eV) = -13.8
- total energy (eV) = -61258.311
- spin multiplicity = 1
- net charge = +3
- maximum force (eV/A) = 7.43



2 unconnected molecules or ions with the total composition C4H3F3O in a non-equilibrium geometry. Source: the Open Molecules 2025 dataset; level of theory: ωB97M-V/def2-TZVPD.

Last column: Löwdin charge in e.
Positions of all 11 atoms, in Å:
C: -1.550 1.789 -0.587  0.141
C: -1.279 0.625 -0.389  -0.143
C: -0.937 -0.747 -0.337  -0.202
C: 1.844 -0.203 0.239  -0.435
O: -1.314 -1.574 0.675  -0.010
F: 2.056 0.061 1.478  0.166
F: 2.231 0.848 -0.523  0.088
F: 2.609 -1.235 -0.146  0.100
H: -1.759 2.779 -0.784  0.012
H: -0.218 -1.290 -1.069  0.145
H: -1.683 -1.055 1.442  0.137

- lowest unoccupied orbital energy (spin up / spin down) (eV) = -0.2 / -0.7
- total energy (eV) = -14391.137
- spin multiplicity = 1
- maximum force (eV/A) = 2.44



Number 1: molecular weight 112.2 u. Number 2: molecular weight 709.5 u. Number 3: molecular weight 801.1 u. Number 4: molecular weight 124.1 u.